[1]
A structure of composition C35H43Cl2N2O2P3Ru. Source: the Open Molecules 2025 dataset; level of theory: ωB97M-V/def2-TZVPD.

The geometry in XYZ format:
```
88
Properties=species:S:1:pos:R:3
P -1.12029 1.94451 -1.79746
C -2.50408 3.15006 -1.99193
C -2.31367 4.54022 -2.02971
H -1.35188 4.97429 -1.75766
C -3.34673 5.37810 -2.45796
H -3.16858 6.45125 -2.52085
C -4.59300 4.84362 -2.79260
H -5.39252 5.49997 -3.14158
C -4.82113 3.46705 -2.65713
H -5.80578 3.05289 -2.88651
C -3.79361 2.62244 -2.22970
H -3.97758 1.55108 -2.10425
C 0.24422 3.11587 -1.35668
C 0.34452 3.53910 -0.01297
H -0.23457 3.03281 0.76587
C 1.16370 4.61824 0.32646
H 1.20699 4.96130 1.36337
C 1.92676 5.25839 -0.65761
H 2.55722 6.10984 -0.39403
C 1.89316 4.79149 -1.97221
H 2.50438 5.26137 -2.74271
C 1.07566 3.71277 -2.31694
H 1.06365 3.35858 -3.34716
C -0.73042 1.67470 -3.58464
C -1.22558 2.50166 -4.60514
H -2.00249 3.23465 -4.39226
C -0.70577 2.41799 -5.89899
H -1.08855 3.08724 -6.66865
C 0.28831 1.48301 -6.19656
H 0.71632 1.44210 -7.20027
C 0.71610 0.58477 -5.20930
H 1.47284 -0.16671 -5.45123
C 0.18306 0.64726 -3.91676
H 0.47454 -0.09634 -3.16674
Ru -0.82141 -1.60764 1.90009
C 1.21079 -1.86146 1.92903
C 2.03844 -0.89107 1.49101
H 1.63789 -2.77730 2.37123
C 1.42618 0.22338 0.66597
O 1.93445 0.08972 -0.68271
H 1.66563 0.85245 -1.23312
C -0.03452 0.02533 0.72367
H 1.71471 1.21226 1.06419
C -1.23701 -0.10230 0.35544
Cl -0.59702 -3.16742 3.77349
Cl -3.20835 -1.73465 1.88439
P -1.22277 -0.33923 3.75994
C -2.34732 -0.98745 5.05564
H -1.81798 -1.69962 5.69622
H -3.17966 -1.49908 4.55981
H -2.73558 -0.15511 5.65531
C 0.33193 0.01067 4.63080
H 1.04558 0.47778 3.94594
H 0.76213 -0.93167 4.98625
H 0.15761 0.67845 5.47993
C -2.05014 1.22797 3.35294
H -3.02982 0.99947 2.92004
H -1.45957 1.78690 2.62378
H -2.17345 1.81773 4.26791
P 3.83042 -1.04194 1.76819
C 4.14136 -2.03593 3.22310
C 4.45441 0.61298 2.02692
H 3.70576 -3.03682 3.10823
H 3.71732 -1.55004 4.11309
H 5.23058 -2.12500 3.34565
H 4.08273 1.28083 1.23908
H 5.55096 0.56729 1.99663
H 4.12764 0.97458 3.01152
C 4.51420 -1.79793 0.30157
H 4.39907 -2.88900 0.36253
H 5.58024 -1.54311 0.23690
H 3.97647 -1.41394 -0.57671
H -2.11647 0.13519 -0.22789
N -1.34218 -8.51416 -0.27037
C -0.67689 -7.49791 -0.92092
O -0.19201 -7.63754 -2.03878
C -0.69570 -6.16845 -0.22425
C -1.59733 -5.85547 0.80023
C -1.70359 -4.53714 1.24175
N -0.87445 -3.55436 0.81870
C 0.01947 -3.84806 -0.14352
C 0.12495 -5.13252 -0.69116
H -1.25322 -9.42736 -0.69338
H -1.49613 -8.48967 0.72962
H -2.24564 -6.60000 1.26330
H -2.44924 -4.24820 1.98218
H 0.65718 -3.02796 -0.48511
H 0.86416 -5.29206 -1.47179
```

The HOMO energy (spin up / spin down) comes out at -9.812 / -12.784 eV. As for the relative energy (zero: lowest compared OMol25 entry of this formula, charge and spin): 346.7 kJ/mol. The HOMO-LUMO gap (spin up / spin down) is 5.26 / 3.92 eV. Its total charge is +2. The spin multiplicity is 5.

[2]
An isolated molecule of C20H26ClNO3. Source: the Open Molecules 2025 dataset; level of theory: ωB97M-V/def2-TZVPD.

The geometry in XYZ format:
```
51
Properties=species:S:1:pos:R:3
C 4.50087 3.47145 -0.91829
C 3.92853 2.33091 -0.58500
C 4.65465 1.02659 -0.46822
H 4.29432 0.34604 -1.24514
C 4.44752 0.39250 0.91758
C 2.99049 0.05179 1.17631
O 2.29364 0.78518 1.85720
N 2.48848 -1.07851 0.62417
C 3.17604 -2.03223 -0.21381
H 4.22970 -1.78028 -0.31007
C 2.51606 -2.08934 -1.59379
C 1.03743 -2.42863 -1.44667
H 0.53912 -2.42008 -2.41641
H 0.93860 -3.43825 -1.03933
C 0.33270 -1.44955 -0.49525
C -1.10332 -1.92996 -0.29537
O -1.75286 -2.46761 -1.15466
O -1.55764 -1.66122 0.92311
C -2.93487 -1.94945 1.18328
C -3.36321 -1.15900 2.40447
H -2.75653 -1.43640 3.26202
H -3.23820 -0.09541 2.21922
H -4.40697 -1.36392 2.62323
H -3.52300 -1.67493 0.30145
H -3.04147 -3.02771 1.34663
C 1.09488 -1.41599 0.83723
H 0.66315 -0.67603 1.51093
H 1.03660 -2.40201 1.31292
C 0.24340 -0.02987 -1.11522
C -0.84132 0.79877 -0.48370
C -0.59484 1.57207 0.64405
C -1.61870 2.29206 1.23547
C -2.90139 2.25254 0.71743
C -3.14033 1.48646 -0.41180
C -2.12483 0.76937 -1.01820
H -2.33609 0.17820 -1.89679
Cl -4.74062 1.41595 -1.07276
H -3.70524 2.80622 1.17686
H -1.41649 2.88698 2.11310
H 0.39576 1.61018 1.07174
H 1.20512 0.46762 -0.98596
H 0.04080 -0.13277 -2.18292
H 3.01270 -2.84712 -2.20139
H 2.62861 -1.12725 -2.09611
H 3.10260 -3.02131 0.25806
H 4.73250 1.12205 1.67794
H 5.08296 -0.48624 1.03393
H 5.72288 1.18611 -0.63108
H 2.87130 2.29833 -0.35849
H 3.94334 4.38923 -0.99025
H 5.55444 3.53482 -1.13909
```

The HOMO energy comes out at -8.985 eV. As for the relative energy (zero: lowest compared OMol25 entry of this formula, charge and spin): 0.0 kJ/mol. The HOMO-LUMO gap is 9.71 eV. Its total charge is 0. The structure (SMILES) is C=CCCC(=O)N1CCC[C@@](Cc2cccc(Cl)c2)(C(=O)OCC)C1. The spin multiplicity is 1.

[3]
A structure of composition C40H24BiBrF10N8O2S2. Source: the Open Molecules 2025 dataset; level of theory: ωB97M-V/def2-TZVPD.

The geometry in XYZ format:
```
88
Properties=species:S:1:pos:R:3
Bi 0.38957 0.15439 -0.25261
C 3.71699 -2.10221 0.65401
N 2.35745 -1.68354 0.92620
C 1.48808 -2.82666 1.11759
C 1.27664 -3.61698 -0.16841
N 0.61773 -2.81032 -1.17424
C 0.79581 -3.07984 -2.46195
C -0.05806 -2.44391 -3.42209
F -1.03167 -1.64110 -2.95156
C -0.00212 -2.62588 -4.77851
F -0.87333 -1.99010 -5.57927
C 0.92842 -3.48602 -5.34142
F 0.99041 -3.68405 -6.67917
C 1.77569 -4.14469 -4.47785
F 2.69579 -4.98869 -4.98484
C 1.71246 -3.96428 -3.10947
F 2.61570 -4.69069 -2.39037
C 2.27628 -0.73440 2.03020
C 2.86130 0.64499 1.69814
N 2.37866 1.16277 0.42421
C 3.18397 1.93987 -0.36299
C 2.60948 3.04305 -1.03796
F 1.33253 3.33425 -0.79405
C 3.28579 3.87300 -1.90344
F 2.65312 4.90582 -2.47484
C 4.63134 3.67948 -2.15110
F 5.30629 4.46935 -3.00237
C 5.26096 2.65320 -1.48669
F 6.57126 2.43654 -1.69247
C 4.56533 1.82096 -0.62663
F 5.31938 0.86067 -0.05167
H 4.10862 -2.75237 1.45891
H 4.36423 -1.24485 0.56232
H 3.75943 -2.65400 -0.28443
H 0.52047 -2.46187 1.46580
H 1.88829 -3.51248 1.88908
H 0.63022 -4.46920 0.10283
H 2.22825 -4.04495 -0.48377
H 2.77550 -1.12697 2.93449
H 1.22003 -0.59519 2.27936
H 3.94826 0.61167 1.75050
H 2.53590 1.32616 2.49828
S 1.22260 0.59231 -2.64443
C 0.25435 1.95112 -3.17332
C 0.70110 2.64949 -4.29430
C -0.00718 3.72252 -4.81467
C 0.45461 4.38973 -5.99415
N 0.81689 4.92026 -6.94929
C -1.19517 4.12857 -4.18113
C -1.62987 3.45343 -3.05133
C -0.93562 2.35654 -2.53503
S -1.59733 1.55809 -1.14039
C -1.97256 5.20864 -4.71223
N -2.61505 6.05985 -5.14496
H 1.62217 2.33610 -4.76832
H -2.53120 3.77831 -2.54971
N -2.58447 -2.36396 -0.07120
C -3.50213 -2.64319 0.87854
C -4.79175 -3.05029 0.55911
C -5.74066 -3.33214 1.54968
C -5.44567 -3.20859 2.88177
C -4.16568 -2.74015 3.25618
C -3.79963 -2.49895 4.59945
C -2.58530 -1.94526 4.88650
C -1.70586 -1.66397 3.82110
N -1.98631 -1.91867 2.57199
C -3.19475 -2.44346 2.26684
H -2.84814 -2.43806 -1.03596
H -1.58084 -2.32114 0.08099
H -5.05471 -3.14439 -0.48866
H -6.73009 -3.65446 1.24574
H -6.18028 -3.42197 3.64927
H -4.50173 -2.74745 5.38791
H -2.28945 -1.72358 5.90336
H -0.73744 -1.21483 4.01931
Br -3.74897 5.48726 5.21388
C -2.71236 3.93273 4.84198
C -2.62363 2.94179 5.80547
N -1.91815 1.83215 5.60984
C -1.29549 1.68987 4.43840
C -1.32746 2.63708 3.42358
C -2.05379 3.79858 3.63619
C -0.56405 2.45001 2.10892
O -0.31371 3.45859 1.46676
O -0.26445 1.22708 1.87056
H -3.13276 3.04262 6.75727
H -0.73734 0.77609 4.28769
H -2.08112 4.55481 2.86306
```

The HOMO energy comes out at -2.255 eV. As for the relative energy (zero: lowest compared OMol25 entry of this formula, charge and spin): 120.8 kJ/mol. The HOMO-LUMO gap is 5.75 eV. Its total charge is -2. The spin multiplicity is 1.

[4]
A cluster of 2 separate species, C3H9NO3 in total. Source: the Open Molecules 2025 dataset; level of theory: ωB97M-V/def2-TZVPD.

The geometry in XYZ format:
```
16
Properties=species:S:1:pos:R:3
O -1.68395 -0.26089 -1.55246
C -0.99208 -0.38419 -0.62354
C 0.48023 0.31250 -0.75198
C 0.35958 1.56325 -1.67042
O 1.28553 2.57114 -1.36628
N 1.02863 0.62742 0.48504
H -1.23763 -1.03382 0.22601
H 1.06445 -0.52390 -1.17026
H -0.63266 1.99087 -1.54079
H 0.47762 1.25531 -2.70384
H 2.15667 2.17561 -1.20211
H 1.21006 -0.13332 1.13649
H 0.60385 1.41853 0.96741
H -1.80752 -3.77743 2.95934
H -1.08809 -2.79420 3.86825
O -1.22469 -3.00689 2.93913
```

The HOMO energy (spin up / spin down) comes out at -14.778 / -14.777 eV. As for the relative energy (zero: lowest compared OMol25 entry of this formula, charge and spin): 107.7 kJ/mol. The HOMO-LUMO gap (spin up / spin down) is 10.01 / 6.17 eV. Its total charge is +1. The spin multiplicity is 2.

[5]
A structure of composition C7H12O3Rh. Source: the Open Molecules 2025 dataset; level of theory: ωB97M-V/def2-TZVPD.

The geometry in XYZ format:
```
23
Properties=species:S:1:pos:R:3
C 0.12389 1.97275 1.69016
C -0.35329 1.28035 0.62246
H 1.19804 2.10400 1.83739
H -0.55354 2.52504 2.34462
H 0.33006 0.85908 -0.11840
H -1.42022 1.27825 0.38966
H -0.19942 0.52959 1.89550
O 6.48112 -1.41916 1.98172
C 5.32351 -1.32428 1.49146
O 5.14472 -1.23582 0.24668
O 4.30007 -1.35117 2.33575
C 2.97840 -1.27056 1.79784
C 2.00309 -1.41488 2.95447
C 0.58628 -1.51888 2.51742
C -0.44697 -0.80154 3.02837
Rh 7.11229 -1.29493 0.08771
H 2.83412 -2.07253 1.06146
H 2.85260 -0.30478 1.29063
H 2.13365 -0.61181 3.69266
H 2.21211 -2.37272 3.46940
H 0.38498 -2.18728 1.67207
H -1.47146 -1.09377 2.78416
H -0.32308 -0.27064 3.97688
```

The HOMO energy (spin up / spin down) comes out at -11.497 / -15.879 eV. As for the relative energy (zero: lowest compared OMol25 entry of this formula, charge and spin): 253.9 kJ/mol. The HOMO-LUMO gap (spin up / spin down) is 1.91 / 2.18 eV. Its total charge is +2. The spin multiplicity is 6.